The following is a DFT calculation (the ωB97M-V functional and the def2-TZVPD basis) of a structure of composition C39H66ClN2O2PRuS4 at a distorted geometry.

The frontier orbital gap (spin up / spin down) comes out at 8.30 / 4.95 eV. Its total charge is +3. The calculation puts the relative energy (zero: lowest compared OMol25 entry of this formula, charge and spin) at 13.3 kcal per mole. Its spin multiplicity is 6. As for the expectation value of S²: 8.765.

Cartesian coordinates (Å):
Ru -0.44424 -0.52409 0.21006
C -2.87566 -2.27125 -2.11869
C -3.02700 -3.15057 -0.89465
S -2.45477 -2.40706 0.65151
C -3.87879 -1.47120 1.25704
C -4.21765 -0.20738 0.47808
S -2.76951 0.87590 0.41648
C -2.95612 1.63507 -1.22035
C -1.70274 2.39066 -1.64777
S -0.18184 1.41255 -1.84918
C -0.40886 0.67592 -3.48021
C -1.39226 -0.47823 -3.59538
S -1.17203 -1.67421 -2.25147
H -3.53815 -1.40806 -2.08068
H -3.10346 -2.83961 -3.02142
H -2.44147 -4.06522 -0.99690
H -4.06786 -3.44576 -0.75603
H -3.62232 -1.23605 2.29258
H -4.73362 -2.14812 1.28286
H -5.01401 0.33012 0.99475
H -4.56395 -0.42564 -0.53050
H -3.79584 2.32928 -1.15601
H -3.21173 0.85634 -1.93626
H -1.44258 3.18259 -0.94422
H -1.89160 2.86120 -2.61364
H 0.59005 0.35032 -3.77630
H -0.69282 1.47260 -4.16937
H -1.23256 -1.00787 -4.53437
H -2.42474 -0.13403 -3.58008
Cl -0.99985 5.72992 6.01637
C -0.62018 4.75730 4.65032
C -1.40950 3.64991 4.36096
C -1.08845 2.86168 3.27173
C 0.00291 3.18143 2.46493
C 0.76817 4.31065 2.75550
C 0.46762 5.09412 3.85272
C 0.36832 2.37099 1.28361
O 1.06810 2.76411 0.37706
O -0.13791 1.12077 1.27513
H -2.25920 3.42015 4.98791
H -1.69615 1.99696 3.04150
H 1.59685 4.57169 2.11100
H 1.05932 5.96579 4.09362
C 4.74258 1.86858 -2.15789
C 3.36447 1.73872 -1.46734
N 3.21239 0.42168 -0.84017
C 3.39008 -0.62225 -1.85018
C 4.80965 -0.57590 -2.46755
N 5.51205 0.60893 -1.87309
C 5.66039 0.42461 -0.39094
C 4.23649 0.27211 0.19632
H 5.33174 2.69851 -1.77245
H 4.67539 1.96505 -3.24015
H 2.56239 1.88477 -2.18800
H 3.23567 2.50069 -0.70214
H 2.64042 -0.48044 -2.62944
H 3.21897 -1.59775 -1.39316
H 4.80473 -0.44603 -3.54806
H 5.40465 -1.45538 -2.22708
H 6.43912 0.68677 -2.29080
H 6.18517 1.29829 -0.00911
H 6.28403 -0.45331 -0.23273
H 4.06719 1.03254 0.95781
H 4.12980 -0.70498 0.66790
C -1.13245 -4.27786 5.71508
C -1.07065 -5.00761 4.35853
C -1.01079 -4.01678 3.18958
C -0.04630 -2.88973 3.57003
C -0.69343 -2.02407 4.67633
C -1.65281 -2.85392 5.54525
P 0.71084 -1.86934 2.23820
C 1.78981 -2.98446 1.21444
C 2.53584 -4.14107 1.94297
C 2.03874 -5.51519 1.50025
C 2.26785 -5.72899 0.00383
C 1.90807 -4.47593 -0.82322
C 1.04185 -3.51178 -0.01801
C 1.93712 -0.73380 3.02532
C 1.39467 0.42062 3.87388
C 2.48147 1.50263 3.98785
C 3.89157 0.89511 4.06414
C 3.83347 -0.48356 4.70796
C 3.04818 -1.46445 3.81659
H -0.14092 -4.24100 6.17469
H -1.76347 -4.83023 6.40941
H -1.94097 -5.65229 4.23022
H -0.19455 -5.65958 4.32305
H -2.00105 -3.59861 3.01502
H -0.72136 -4.53506 2.27467
H 0.84262 -3.37841 3.98285
H -1.22344 -1.17109 4.23637
H 0.08837 -1.61320 5.31343
H -2.65269 -2.87724 5.10410
H -1.75882 -2.36711 6.51436
H 2.53306 -2.27274 0.83121
H 2.46659 -4.05026 3.02344
H 3.60135 -4.06645 1.70896
H 0.98097 -5.62760 1.74856
H 2.56255 -6.28678 2.06440
H 1.68856 -6.58544 -0.34022
H 3.31578 -5.98182 -0.16297
H 1.39320 -4.75924 -1.74186
H 2.82042 -3.95348 -1.13088
H 0.11014 -4.00820 0.27204
H 0.75656 -2.66355 -0.65877
H 2.38508 -0.27598 2.13223
H 1.13846 0.05573 4.86657
H 0.48970 0.84314 3.44623
H 2.28772 2.09867 4.88099
H 2.41085 2.18909 3.13880
H 4.55816 1.55492 4.61795
H 4.32434 0.79754 3.06161
H 3.35722 -0.40327 5.68728
H 4.83260 -0.88124 4.88402
H 2.61910 -2.24637 4.44584
H 3.73569 -1.95503 3.12372

Cartesian forces, eV/Å:
Ru -1.0 0.1 -0.1
C 0.0 0.0 0.0
C 0.0 0.0 -0.1
S 0.1 -0.1 0.3
C 0.0 0.1 -0.1
C 0.0 0.0 0.0
S -0.1 -0.1 -0.1
C 0.0 0.1 0.0
C 0.0 -0.1 0.0
S 0.2 0.0 0.0
C 0.0 -0.1 -0.1
C 0.0 0.0 0.0
S 0.1 0.0 0.0
H 0.0 0.0 0.0
H 0.0 0.0 0.0
H 0.0 0.0 0.0
H 0.0 0.0 0.0
H 0.0 0.0 0.0
H 0.0 0.0 0.0
H 0.0 0.0 0.0
H 0.0 0.0 0.0
H 0.0 0.0 0.0
H 0.0 0.0 0.0
H 0.0 0.0 0.0
H 0.0 0.1 0.0
H 0.0 0.0 0.0
H 0.0 0.0 0.0
H 0.0 0.0 0.0
H 0.0 0.0 0.0
Cl 0.0 0.0 0.0
C 0.0 0.1 0.1
C 0.0 0.0 0.0
C 0.0 0.0 0.0
C -0.1 0.1 -0.1
C -0.1 0.1 0.0
C 0.0 0.0 0.0
C -0.1 -0.1 0.1
O 0.1 0.0 0.0
O 0.3 0.3 0.2
H 0.0 0.0 0.0
H 0.0 0.0 0.0
H 0.0 0.0 0.0
H 0.0 0.0 0.0
C 0.0 0.0 0.0
C -0.1 0.1 0.1
N 0.2 -0.2 -0.1
C 0.0 0.0 0.0
C 0.0 0.0 0.0
N 0.0 0.0 0.0
C 0.0 0.0 0.0
C 0.0 0.1 0.0
H 0.0 0.0 0.0
H 0.0 0.0 0.0
H 0.0 0.0 0.0
H 0.0 0.0 0.0
H 0.0 0.0 0.0
H 0.0 0.0 0.0
H 0.0 0.0 0.0
H 0.0 0.0 0.0
H 0.0 0.0 0.0
H 0.0 0.0 0.0
H 0.0 0.0 0.0
H 0.0 0.0 0.0
H 0.0 0.0 0.0
C 0.0 0.0 0.0
C 0.0 0.0 0.0
C 0.1 0.0 0.0
C -0.1 0.1 0.1
C 0.0 0.0 0.0
C 0.0 0.0 0.0
P 0.4 -0.2 -0.3
C 0.0 -0.1 0.0
C 0.0 0.0 -0.1
C 0.0 0.0 0.0
C 0.0 0.0 0.0
C 0.0 0.0 0.0
C 0.0 0.1 0.0
C 0.0 0.0 0.0
C 0.0 0.0 0.0
C 0.0 0.0 0.0
C 0.0 0.0 0.1
C 0.0 0.0 0.0
C 0.0 0.0 0.0
H 0.0 0.0 0.0
H 0.0 0.0 0.0
H 0.0 0.0 0.0
H 0.0 0.0 0.0
H 0.0 0.0 0.0
H 0.0 0.0 0.0
H 0.0 0.0 0.1
H 0.0 0.0 0.0
H 0.0 0.0 0.0
H 0.0 0.0 0.0
H 0.0 0.0 0.0
H 0.0 0.0 0.1
H 0.0 0.0 0.0
H 0.0 0.0 0.0
H 0.0 0.0 0.0
H 0.0 0.0 0.0
H 0.0 0.0 0.0
H 0.0 0.0 0.0
H 0.0 0.0 0.0
H 0.0 0.0 0.0
H 0.0 0.0 0.0
H 0.0 0.0 0.0
H 0.0 0.0 0.0
H 0.0 0.0 0.0
H 0.0 -0.1 0.1
H 0.0 0.0 0.0
H 0.1 -0.1 0.0
H 0.0 0.0 0.0
H 0.0 0.0 0.0
H 0.0 0.0 0.0
H 0.0 0.0 0.0
H 0.0 0.0 0.0
H 0.0 0.0 0.0

Atom charges from the Löwdin analysis, given in e for atoms 1 to 2: atom 1 (Ru): 1.03, atom 2 (C): -0.47



The following is a DFT calculation (the ωB97M-V functional and the def2-TZVPD basis) of a cluster of 2 separate species, C4H12 in total at a distorted geometry.

The frontier orbital gap comes out at 12.59 eV. The SMILES is CC.CC. The calculation puts the relative energy (zero: lowest compared OMol25 entry of this formula, charge and spin) at 27.3 kcal per mole.

Cartesian coordinates (Å):
C -0.75045 -0.72637 1.33377
C -2.21887 -1.44384 1.55283
H -0.00345 -1.37069 1.36076
H -0.64951 -0.29040 0.27191
H -0.59385 0.15832 1.98930
H -2.59467 -1.76298 0.69948
H -2.94986 -0.73580 1.87959
H -1.99704 -2.26944 2.21939
C 1.52152 1.72959 -1.10223
C 1.39810 0.37229 -1.72473
H 2.15680 1.74819 -0.20109
H 2.05904 2.42119 -1.75684
H 0.44982 2.18466 -0.95731
H 0.94543 0.23497 -2.67066
H 2.39597 -0.01262 -1.85080
H 0.83102 -0.23706 -1.04338

Cartesian forces, eV/Å:
C -5.0 3.7 -1.9
C 4.4 2.3 2.9
H 3.4 -3.1 0.7
H -0.6 -0.5 1.5
H -0.1 -0.9 -0.1
H -1.3 -1.9 -4.2
H -0.2 0.4 0.9
H -0.7 0.0 0.3
C -1.6 2.0 -0.5
C 0.8 -0.5 1.1
H -0.8 -0.3 0.0
H -0.2 0.1 -0.2
H 2.1 -0.6 0.2
H -0.7 0.7 -1.1
H 0.4 -0.6 0.1
H 0.1 -0.7 0.2

Atom charges from the Löwdin analysis, given in e for atoms 1 to 2: atom 1 (C): -0.11, atom 2 (C): -0.09



The following is a DFT calculation (the ωB97M-V functional and the def2-TZVPD basis) of a structure of composition C11H38BN3P2PmS at a distorted geometry.

The frontier orbital gap (spin up / spin down) comes out at 6.23 / 8.66 eV. Its total charge is +2. Its spin multiplicity is 6. As for the expectation value of S²: 8.758.

Cartesian coordinates (Å):
Pm 0.75368 -0.84703 -0.38806
H -4.82177 -2.07473 -1.39692
H -0.80991 0.34689 -0.70869
P -0.23825 0.20712 -2.83444
P -0.94406 -2.10554 1.46022
C -2.52854 -1.29619 1.92115
H -2.87522 -1.71909 2.87513
H -2.36840 -0.21579 2.04143
H -3.28541 -1.48726 1.14661
C -1.58555 -3.79513 1.17631
H -0.76213 -4.49925 1.05978
H -2.19163 -4.08260 2.03966
H -2.20438 -3.81112 0.27655
C -0.30283 -2.37258 3.16053
H 0.07534 -1.44158 3.58746
H -1.12894 -2.75334 3.76330
H 0.49897 -3.11285 3.14614
C -1.52135 -0.64953 -3.77980
H -1.52465 -0.14359 -4.75643
H -1.24239 -1.70659 -3.86767
H -2.48431 -0.54577 -3.25117
C -0.89407 1.93338 -2.90187
H -0.34600 2.61432 -2.21475
H -0.78438 2.30897 -3.96183
H -1.98150 1.92217 -2.63555
C 1.19815 0.24431 -3.95773
H 1.43331 -0.80083 -4.20828
H 0.83417 0.80424 -4.82390
H 2.04375 0.75636 -3.47276
H 1.61825 -3.93894 -2.16386
H 1.15843 -4.89843 -0.89469
H -1.41288 -5.07258 -1.69693
H -0.61778 -3.76297 -3.14139
B -0.49016 -4.46352 -2.16182
N 0.82558 -4.31945 -1.66051
H -4.15092 -2.19195 -1.64760
H -0.58578 0.61392 0.09323
C 0.41223 3.72924 3.87289
C 1.53563 2.91106 3.27028
N 0.96192 1.75141 2.47612
C 1.75636 1.08661 1.57336
S 2.36227 -0.49301 1.81123
N 1.96386 1.60127 0.30406
C 1.66001 3.04425 -0.02356
C 2.93104 3.86810 0.00642
H -0.24573 4.14226 3.10776
H 0.85288 4.56205 4.41259
H -0.21264 3.14893 4.55375
H 2.13776 3.50210 2.56673
H 2.16908 2.50551 4.08686
H 0.59811 1.06756 3.15236
H 2.90885 1.30464 -0.00101
H 1.22286 2.98424 -1.02728
H 0.87127 3.37809 0.67047
H 3.58269 3.60416 -0.83560
H 2.67733 4.92633 -0.12800
H 3.49779 3.73173 0.92970

Cartesian forces, eV/Å:
Pm 1.6 -1.3 -0.5
H -0.6 0.1 0.2
H -0.5 1.3 1.2
P -0.1 0.6 -0.3
P -1.4 -0.9 1.5
C 0.0 0.4 -0.3
H 0.1 0.1 -0.3
H -0.2 -0.3 0.0
H 0.2 0.2 0.2
C 0.1 0.1 -0.3
H -0.1 -0.1 0.0
H 0.1 0.0 -0.1
H 0.0 -0.1 0.1
C 0.3 0.2 -0.2
H 0.0 -0.2 0.0
H 0.1 0.0 0.0
H 0.0 0.1 0.1
C 0.2 -0.1 0.1
H -0.4 -0.4 0.1
H -0.3 0.2 -0.2
H 0.3 -0.1 -0.4
C 0.0 0.3 -0.5
H -0.5 -0.4 -0.5
H -0.2 -0.3 1.1
H 0.9 0.1 -0.1
C -0.5 0.1 0.1
H 0.2 0.5 -0.1
H 0.6 -0.2 -0.2
H -0.2 -0.2 -0.4
H -0.5 -0.1 -0.3
H -0.1 0.0 -0.1
H 0.6 0.1 0.1
H -0.4 -0.3 0.1
B 0.5 1.1 -0.9
N -0.1 -0.5 1.1
H 0.6 -0.1 -0.2
H -1.2 -0.1 -0.6
C -0.1 0.1 -0.3
C -0.2 0.0 -0.3
N 0.8 -0.9 0.5
C -0.5 -0.4 -0.1
S 0.2 0.5 0.5
N 0.9 0.5 0.8
C -0.3 -0.9 -0.1
C 0.0 0.3 -0.4
H 0.1 0.0 -0.1
H -0.1 0.1 0.2
H 0.2 0.0 0.1
H -0.1 -0.1 0.5
H -0.1 0.1 -0.7
H 0.2 0.4 -0.4
H -0.7 0.3 -0.1
H 0.2 0.4 0.2
H 0.4 -0.1 -0.3
H -0.1 0.0 0.2
H 0.1 -0.2 0.2
H -0.1 0.1 0.0

Atom charges from the Löwdin analysis, given in e for atoms 1 to 2: atom 1 (Pm): 0.86, atom 2 (H): 0.03